{
  "formula": "C43H87BBrCl29N3O6P",
  "method": "ωB97M-V/def2-TZVPD",
  "charge": 0,
  "orbital_gap_ev": 8.2,
  "spin_multiplicity": 1,
  "de_lowest_ev": 0.0000,
  "species": ["C", "C", "O", "C", "N", "C", "C", "O", "C", "Cl", "C", "C", "C", "N", "B", "O", "O", "N", "C", "O", "C", "C", "C", "C", "Br", "P", "C", "O", "H", "H", "H", "H", "H", "H", "H", "H", "H", "H", "H", "H", "H", "H", "H", "H", "H", "H", "H", "H", "H", "H", "H", "H", "H", "H", "H", "H", "H", "H", "H", "Cl", "C", "C", "Cl", "H", "H", "H", "H", "Cl", "C", "C", "Cl", "H", "H", "H", "H", "Cl", "C", "C", "Cl", "H", "H", "H", "H", "Cl", "C", "C", "Cl", "H", "H", "H", "H", "Cl", "C", "C", "Cl", "H", "H", "H", "H", "Cl", "C", "C", "Cl", "H", "H", "H", "H", "Cl", "C", "C", "Cl", "H", "H", "H", "H", "Cl", "C", "C", "Cl", "H", "H", "H", "H", "Cl", "C", "C", "Cl", "H", "H", "H", "H", "Cl", "C", "C", "Cl", "H", "H", "H", "H", "Cl", "C", "C", "Cl", "H", "H", "H", "H", "Cl", "C", "C", "Cl", "H", "H", "H", "H", "Cl", "C", "C", "Cl", "H", "H", "H", "H", "Cl", "C", "C", "Cl", "H", "H", "H", "H"],
  "coordinates": [[4.25904, 0.61791, -3.65764], [4.51509, -0.03601, -5.02666], [4.39992, -1.46524, -4.94229], [3.61922, 0.49858, -6.16615], [2.31263, 0.98326, -5.72639], [1.46376, -0.11424, -5.26756], [0.26270, 0.31037, -4.41211], [0.62874, 1.41299, -3.60640], [-0.17959, 1.83289, -2.53901], [-1.86680, 1.22865, -2.68508], [0.58536, 1.38616, -1.25327], [1.21697, -0.02465, -1.33480], [0.23744, -1.21382, -1.30010], [0.29493, -1.97010, -0.02599], [-0.13870, 1.39201, 0.17995], [0.58037, 1.85193, 1.26184], [-1.40584, 0.92091, 0.39856], [1.64036, 2.41484, -1.28990], [1.20996, 3.60895, -1.82002], [1.83502, 4.63719, -1.73489], [-0.17789, 3.38806, -2.45394], [-1.26166, 3.92377, -1.45934], [-0.87951, 5.24478, -0.77589], [-0.15319, 5.11303, 0.56917], [-2.53728, 6.28534, -0.53711], [-0.54297, 4.40799, -4.04793], [-0.06632, 3.39245, -5.48255], [0.69771, 5.49088, -4.09177], [3.30570, 1.14896, -3.61683], [4.24887, -0.16660, -2.89442], [5.05793, 1.32138, -3.40320], [5.54793, 0.19520, -5.31562], [5.28363, -1.84086, -5.03559], [3.49779, -0.33543, -6.87550], [4.14842, 1.29005, -6.70510], [1.86339, 1.42399, -6.52258], [2.06915, -0.82401, -4.69978], [1.05625, -0.65455, -6.13921], [0.01399, -0.54959, -3.77982], [-0.60744, 0.53048, -5.04065], [1.86215, -0.12349, -0.44960], [1.87872, -0.08110, -2.20297], [-0.78555, -0.89755, -1.50673], [0.51523, -1.89879, -2.10784], [-0.57755, -1.84478, 0.47651], [0.35103, -2.96190, -0.22721], [1.44518, 1.44195, 1.37423], [-1.54281, 0.83379, 1.35340], [2.21143, 2.51392, -0.45772], [-1.57854, 3.15916, -0.74547], [-2.14143, 4.13932, -2.07194], [-0.29090, 5.85302, -1.46266], [0.04749, 4.07279, 0.83072], [-0.72077, 5.58408, 1.37256], [0.80915, 5.63006, 0.52013], [0.94343, 2.99449, -5.38735], [-0.09649, 4.08751, -6.33293], [-0.80155, 2.60999, -5.67662], [1.28416, 5.33754, -4.84163], [2.61028, -0.90595, 2.45393], [2.51352, -2.68156, 2.43477], [3.87788, -3.31459, 2.50111], [4.83069, -3.02487, 1.01493], [1.98100, -2.96547, 1.52963], [1.93025, -2.98853, 3.30142], [3.77506, -4.39091, 2.60689], [4.45449, -2.93472, 3.34080], [3.79306, 2.09374, 1.46720], [5.08380, 1.73372, 0.27877], [6.04108, 0.70177, 0.81241], [7.01939, 1.32534, 2.17082], [5.57204, 2.66751, 0.02648], [4.59852, 1.34798, -0.61645], [6.73140, 0.40852, 0.02275], [5.51366, -0.18152, 1.16506], [-6.36491, 5.23615, 0.28781], [-7.11690, 6.82064, 0.62704], [-6.80484, 7.84237, -0.43270], [-5.08477, 8.31735, -0.42296], [-6.77354, 7.14220, 1.60688], [-8.19316, 6.65724, 0.66982], [-7.38278, 8.74537, -0.24764], [-7.03919, 7.47432, -1.42860], [1.79486, -0.11616, -9.18253], [0.61633, -1.42792, -9.45119], [1.15221, -2.76230, -8.99838], [2.49525, -3.32743, -10.02337], [0.36532, -1.43661, -10.50853], [-0.27552, -1.17922, -8.87793], [0.36327, -3.50994, -9.06187], [1.51475, -2.71515, -7.97398], [3.30099, -6.83486, 3.73198], [4.54254, -7.07068, 2.46312], [5.56233, -8.10746, 2.85139], [6.59376, -7.55477, 4.20317], [5.01631, -6.11056, 2.27163], [4.02133, -7.39269, 1.56341], [6.22000, -8.30658, 2.00668], [5.08585, -9.03687, 3.15129], [2.50037, -9.85796, 2.18536], [2.40364, -11.64172, 2.14074], [3.76500, -12.27598, 2.23534], [4.75231, -11.97261, 0.77898], [1.89011, -11.92446, 1.22592], [1.80049, -11.95016, 2.99280], [3.65926, -13.35542, 2.32842], [4.32251, -11.90623, 3.09084], [6.45795, -12.95575, 4.35489], [7.67555, -11.98293, 5.22555], [8.05643, -10.74277, 4.46096], [8.95684, -11.12369, 2.96920], [8.53646, -12.62119, 5.40666], [7.23709, -11.70386, 6.18213], [8.70222, -10.11708, 5.07444], [7.18522, -10.16166, 4.17859], [10.48635, -2.08306, -5.01874], [9.44102, -1.61012, -3.65617], [8.46015, -2.69432, -3.29092], [7.23116, -2.94836, -4.56155], [8.93109, -0.69024, -3.93133], [10.09111, -1.41188, -2.80521], [7.92631, -2.41598, -2.38392], [8.95796, -3.64695, -3.13170], [-7.45502, 7.82569, 3.93505], [-6.90538, 6.88614, 5.34791], [-7.88666, 5.80720, 5.72402], [-9.40973, 6.48020, 6.36647], [-6.74433, 7.58296, 6.16617], [-5.95381, 6.43213, 5.07654], [-7.46010, 5.18188, 6.50618], [-8.13633, 5.18336, 4.86978], [1.94656, -15.06086, 0.83400], [3.20330, -15.31547, -0.41055], [4.15154, -16.42926, -0.04504], [5.18232, -16.00227, 1.34480], [3.73222, -14.37427, -0.54006], [2.68482, -15.56456, -1.33473], [4.81490, -16.62285, -0.88627], [3.61945, -17.34417, 0.20249], [-14.86978, 5.62160, 7.71988], [-13.95403, 7.03486, 7.12847], [-12.73094, 7.30596, 7.96432], [-13.14879, 7.86718, 9.60389], [-14.62828, 7.88723, 7.12443], [-13.65552, 6.81466, 6.10505], [-12.13972, 8.09192, 7.49685], [-12.11469, 6.41598, 8.06440], [-7.50027, 12.19878, -0.47668], [-7.90802, 12.07549, -2.20713], [-9.28398, 11.49764, -2.42028], [-9.35482, 9.78383, -1.93393], [-7.14481, 11.46466, -2.68282], [-7.86684, 13.08146, -2.62132], [-9.54489, 11.54388, -3.47607], [-10.03395, 12.03529, -1.84612], [7.00320, 2.72472, -2.11683], [8.32825, 2.92599, -0.93287], [9.41922, 3.82179, -1.45591], [10.31591, 3.07318, -2.80286], [8.70902, 1.93820, -0.68568], [7.89463, 3.36632, -0.03576], [10.13742, 4.01527, -0.66112], [9.01841, 4.76803, -1.80989], [-19.85125, 3.00088, 10.26367], [-18.90881, 4.39122, 9.66350], [-17.68020, 4.65169, 10.49512], [-18.08424, 5.23880, 12.12974], [-19.56697, 5.25606, 9.65058], [-18.61080, 4.15767, 8.64268], [-17.07598, 5.42218, 10.01834], [-17.07891, 3.75284, 10.60510]],
  "forces_ev_per_angstrom": [[0.00, -0.09, 0.06], [0.27, 0.29, 0.02], [-0.13, 0.09, -0.07], [-0.09, -0.47, -0.04], [0.03, -0.02, -0.10], [-0.10, 0.15, -0.13], [0.26, -0.37, 0.01], [-0.36, 0.42, -0.43], [0.17, -0.05, 0.11], [-0.04, -0.02, -0.02], [-0.49, -0.20, 0.26], [0.13, 0.12, 0.15], [0.17, -0.30, -0.06], [-0.25, 0.03, -0.18], [-0.15, 0.12, -0.13], [-0.33, -0.56, 0.39], [0.30, -0.06, 0.07], [-0.14, -0.21, 0.29], [0.06, -0.21, -0.19], [0.01, 0.12, 0.09], [0.63, -0.05, -0.02], [-0.16, 0.10, -0.33], [-0.04, -0.08, 0.00], [0.25, 0.29, -0.05], [0.15, -0.12, 0.00], [-0.31, 0.17, 0.23], [0.18, 0.16, -0.23], [-0.12, 0.07, -0.32], [0.09, 0.00, -0.04], [0.06, 0.05, -0.06], [-0.16, -0.06, -0.07], [-0.09, -0.08, -0.04], [-0.26, 0.09, 0.15], [0.21, 0.06, 0.04], [-0.18, 0.12, 0.19], [0.04, 0.03, 0.08], [0.08, 0.14, -0.05], [0.06, -0.24, 0.20], [-0.22, 0.08, -0.17], [0.09, 0.16, 0.13], [0.02, -0.08, -0.15], [-0.12, 0.12, 0.04], [0.07, 0.08, 0.00], [-0.02, 0.06, 0.08], [0.10, 0.05, 0.05], [-0.03, 0.05, -0.01], [0.20, 0.25, -0.09], [-0.10, 0.17, -0.14], [0.12, 0.03, -0.20], [0.14, 0.18, 0.14], [0.03, -0.25, 0.09], [-0.10, -0.04, 0.06], [-0.09, 0.12, 0.00], [-0.02, -0.20, -0.04], [-0.08, -0.12, -0.02], [-0.08, -0.15, 0.01], [-0.12, -0.08, 0.09], [0.13, -0.03, 0.06], [0.18, -0.04, 0.25], [0.09, 0.03, 0.05], [-0.09, -0.16, -0.08], [0.02, 0.01, 0.14], [0.01, 0.00, -0.03], [0.02, 0.12, 0.01], [0.04, 0.02, 0.04], [-0.08, 0.02, 0.00], [0.03, 0.04, -0.04], [0.12, 0.23, 0.06], [-0.13, -0.18, 0.01], [-0.03, -0.08, -0.05], [0.02, 0.01, -0.01], [-0.10, 0.04, 0.15], [-0.05, 0.00, -0.02], [0.01, 0.04, -0.02], [0.00, 0.02, 0.02], [0.01, 0.00, 0.01], [-0.02, -0.03, 0.03], [0.00, 0.06, 0.00], [-0.14, 0.10, 0.00], [0.04, -0.05, -0.18], [0.00, 0.01, -0.03], [0.02, 0.01, 0.04], [0.03, -0.03, 0.01], [-0.04, 0.06, -0.05], [-0.07, -0.02, 0.03], [-0.04, -0.04, 0.04], [0.01, 0.00, 0.01], [0.05, 0.00, -0.01], [0.02, 0.00, 0.02], [0.00, 0.01, -0.02], [0.03, 0.02, -0.02], [0.09, 0.06, -0.06], [-0.03, -0.01, -0.06], [0.05, -0.08, -0.03], [-0.05, 0.11, 0.00], [0.01, 0.00, 0.04], [-0.01, -0.04, 0.02], [0.01, 0.03, 0.00], [-0.02, 0.02, 0.03], [-0.10, -0.02, 0.01], [-0.01, -0.09, -0.05], [-0.02, -0.09, 0.08], [0.01, 0.04, -0.01], [0.03, 0.02, -0.02], [0.02, 0.03, 0.02], [0.00, -0.01, -0.04], [-0.01, 0.06, -0.04], [0.05, -0.05, 0.04], [0.03, 0.00, 0.08], [0.05, -0.02, 0.00], [-0.02, 0.01, -0.01], [-0.01, -0.02, -0.06], [-0.03, 0.02, -0.03], [0.01, -0.02, 0.01], [-0.01, -0.06, 0.01], [-0.01, 0.01, 0.00], [0.01, 0.05, 0.03], [-0.02, 0.06, 0.11], [0.20, -0.19, -0.07], [-0.01, 0.00, -0.03], [0.00, -0.02, -0.01], [-0.02, 0.02, -0.01], [0.00, -0.01, -0.05], [-0.06, 0.09, 0.20], [0.09, -0.01, 0.00], [0.04, -0.08, 0.00], [-0.04, 0.01, 0.01], [-0.04, 0.02, -0.01], [-0.02, -0.01, -0.02], [0.00, 0.03, 0.02], [-0.03, 0.03, -0.01], [-0.02, -0.01, 0.00], [0.06, 0.02, -0.11], [-0.01, -0.01, -0.04], [-0.02, 0.02, 0.04], [-0.01, 0.01, 0.05], [-0.02, -0.03, 0.02], [0.01, 0.02, 0.00], [-0.01, 0.02, 0.04], [-0.04, -0.03, 0.01], [0.00, 0.06, -0.08], [0.09, 0.00, -0.02], [-0.01, -0.01, 0.00], [-0.02, -0.02, 0.04], [0.02, -0.03, 0.02], [-0.03, 0.01, 0.00], [-0.03, -0.01, 0.03], [0.01, -0.02, 0.01], [0.02, 0.04, -0.05], [0.01, 0.06, -0.02], [-0.12, -0.03, -0.05], [0.00, -0.02, 0.03], [-0.02, 0.01, 0.02], [0.03, -0.03, 0.00], [0.02, -0.02, 0.04], [0.23, 0.00, -0.14], [-0.02, 0.04, 0.05], [0.04, 0.05, 0.03], [-0.01, -0.02, -0.01], [0.00, -0.01, -0.04], [-0.01, 0.01, -0.01], [0.00, -0.02, 0.00], [-0.01, -0.02, -0.03], [-0.01, 0.00, 0.00], [0.01, 0.03, -0.07], [0.09, 0.03, -0.04], [0.00, -0.01, 0.01], [-0.02, -0.02, 0.04], [0.01, -0.02, 0.01], [-0.02, 0.01, 0.00], [-0.03, -0.01, 0.03]],
  "lowdin_charge": [-0.0378, -0.3859, -0.0923, -0.1905, -0.0678, -0.1696, -0.2214, -0.1610, -0.6596, 0.8236, -0.2668, -0.0891, -0.2433, 0.0135, -0.6927, 0.1215, 0.1612, 0.1675, -0.4423, 0.0858, -0.3747, -0.2825, -0.6956, -0.1140, 0.6718, 0.9762, -0.2697, -0.3024, 0.0585, 0.0780, 0.0214, 0.1316, -0.0319, 0.0855, 0.1227, 0.0823, 0.1118, 0.1079, 0.0950, 0.0956, 0.1024, 0.1006, 0.0793, 0.1105, 0.0709, 0.0670, -0.0079, 0.1249, 0.0827, 0.0964, 0.0464, 0.0708, 0.0581, 0.0522, 0.0821, 0.0276, 0.0471, 0.0374, 0.0530, 0.5875, -0.6427, -0.6451, 0.5475, 0.0386, 0.0792, 0.0061, 0.0763, 0.6324, -0.6406, -0.6551, 0.5543, 0.0191, 0.0605, 0.0612, 0.0168, 0.5289, -0.6814, -0.6740, 0.5048, -0.0158, 0.0729, 0.0201, 0.0640, 0.5771, -0.6512, -0.6668, 0.5433, 0.0675, 0.0714, 0.0733, 0.0599, 0.5394, -0.6635, -0.6562, 0.5684, 0.0481, 0.0614, 0.0845, 0.0320, 0.5764, -0.6487, -0.6906, 0.5454, 0.0534, 0.0787, 0.0258, 0.0083, 0.5756, -0.6409, -0.6806, 0.5415, 0.0684, 0.0746, 0.0734, 0.0035, 0.5465, -0.6656, -0.6289, 0.6234, 0.0657, 0.0737, 0.0722, 0.0696, 0.5916, -0.6407, -0.6559, 0.5420, 0.0687, 0.0783, 0.0743, 0.0697, 0.5649, -0.6446, -0.6542, 0.5465, 0.0346, 0.0738, 0.0742, 0.0676, 0.5346, -0.6570, -0.6864, 0.5421, 0.0683, 0.0733, 0.0667, 0.0508, 0.5416, -0.6605, -0.6532, 0.5644, 0.0695, 0.0725, 0.0728, 0.0672, 0.6116, -0.6498, -0.6567, 0.5392, 0.0638, 0.0631, 0.0760, 0.0706, 0.5307, -0.6677, -0.6745, 0.5350, 0.0671, 0.0702, 0.0483, 0.0685]
}